ORCA calculation (ωB97M-V/def2-TZVPD) on the ion C5H5BrNO with charge -1 at a distorted geometry.

Last columns: bonded neighbours and bond lengths (Å).
Positions of all 13 atoms, in Å:
1 O 1.561 -3.145 -0.020  N2 1.286
2 N 0.975 -2.020 -0.225  O1 1.286, C3 1.318
3 C 1.565 -0.947 0.262  N2 1.318, C4 1.411, H9 1.103
4 C 1.238 0.414 0.082  C3 1.411, C5 1.377, H10 1.093
5 C 0.167 1.196 -0.284  C4 1.377, C6 1.424, H11 1.090
6 C -1.245 1.032 -0.363  C5 1.424, C7 1.339, H12 1.088
7 C -2.023 0.076 0.162  C6 1.339, Br8 1.898, H13 1.073
8 Br -3.917 0.185 0.073  C7 1.898
9 H 2.543 -1.102 0.749  C3 1.103
10 H 2.128 1.027 0.247  C4 1.093
11 H 0.436 2.231 -0.494  C5 1.090
12 H -1.765 1.873 -0.818  C6 1.088
13 H -1.663 -0.821 0.627  C7 1.073

Its total charge is -1. The calculation puts the total energy at -78843.845 eV. The calculation puts the gap between HOMO and LUMO (alpha / beta) at 6.08 / 6.08 eV. Its relative energy (zero: lowest compared OMol25 entry of this formula, charge and spin) is 0.000 eV. The structure (SMILES) is [O-]/N=C/C=C\C=C\Br. As for the LUMO energy (alpha / beta): 0.115 / 0.115 Eh.

Löwdin charges, unit e, in atom order: -0.26 -0.17 -0.26 -0.15 -0.18 -0.27 -0.61 0.56 0.08 0.08 0.07 0.08 0.03